2 unconnected molecules or ions with the total composition C3HF6O2S in a non-equilibrium geometry. Source: the OMol25 dataset; level of theory: ωB97M-V/def2-TZVPD.

Each line ends with the Löwdin charge.
Element x y z (Å)
C1 1.85793 -1.10804 0.59294  -0.007
C2 0.49673 -0.88820 0.94499  -0.567
C3 2.00839 0.44326 -2.00233  -0.402
O1 2.23253 3.06654 -1.65112  -0.508
O2 0.01524 2.23734 -2.35297  -0.460
F1 2.71157 -0.72203 1.62176  -0.019
F2 -0.08836 -2.08708 1.53354  0.006
F3 -0.29329 -0.62547 -0.11088  0.119
F4 0.25086 0.10023 1.83345  0.130
F5 1.06766 -0.35369 -2.61087  -0.057
F6 3.23529 0.01005 -2.42959  -0.018
S1 1.44617 2.13207 -2.49381  0.677
H1 2.13774 -2.05517 0.20289  0.107

Atoms 1-6, force components in eV/Å:
C 2.471 1.208 0.784
C -3.639 -0.084 0.750
C -0.639 -2.015 0.784
O -0.384 -0.645 -0.427
O -1.157 -0.450 0.480
F -0.590 -0.348 -0.941

Summary:
* ΔE to the lowest compared entry with this formula, charge and spin: 3.3312 eV
* maximum force: 3.72 eV/Å
* net charge: -1
* orbital gap (alpha / beta): 5.939 / 7.724 eV
* LUMO energy (alpha / beta): 2.32 / 3.06 eV